2 unconnected molecules or ions with the total composition C10H19FSi at a distorted geometry, computed with the ωB97M-V functional and the def2-TZVPD basis.

Results
HOMO energy (spin up / spin down): -7.4 / -7.3 eV
Net charge: 0
2S+1: 1

Positions of all 31 atoms, in Å:
C -0.96 3.56 -1.07
C -0.86 2.68 -0.26
C 2.68 1.08 -0.81
C 2.83 0.78 1.77
C 1.86 -1.07 0.36
C -3.32 0.27 0.42
C -2.06 -0.18 -1.68
C -1.72 -1.68 0.46
C 2.19 0.36 0.52
C -2.01 -0.22 -0.12
F -1.09 1.03 2.08
Si -0.67 1.01 0.47
H -0.87 4.58 -1.30
H 3.04 2.16 -0.69
H 3.59 0.62 -1.30
H 1.91 1.10 -1.56
H 2.14 0.55 2.60
H 3.15 1.84 1.85
H 3.70 0.14 1.83
H 1.12 -1.39 1.17
H 1.34 -1.11 -0.56
H 2.61 -1.86 0.46
H -4.11 -0.22 -0.26
H -3.37 -0.10 1.46
H -3.54 1.35 0.34
H -2.53 0.88 -1.93
H -2.52 -1.11 -2.05
H -1.08 -0.07 -2.09
H -1.07 -2.15 -0.40
H -1.09 -1.62 1.43
H -2.56 -2.36 0.61

***

A single C10H19N molecule at a distorted geometry, computed with the ωB97M-V functional and the def2-TZVPD basis.

Results
HOMO energy: -8.9 eV
SMILES string: CC(C)[C@@H]1[C@H]2CC[C@H](C2)[C@H]1N
Net charge: 0
2S+1: 1

Positions of all 30 atoms, in Å:
C 2.63 0.06 1.17
C 1.75 0.32 -0.10
C 2.16 -0.49 -1.33
C 0.29 0.24 0.29
C -0.37 -1.17 0.32
C -1.56 -0.88 1.25
C -2.54 -0.03 0.43
C -1.83 0.13 -0.91
C -1.09 -1.24 -1.06
C -0.62 1.04 -0.66
N -0.83 2.36 -0.13
H 2.71 -1.01 1.44
H 2.24 0.61 2.03
H 3.68 0.43 1.08
H 1.85 1.38 -0.36
H 3.24 -0.42 -1.46
H 1.88 -1.57 -1.19
H 1.58 -0.08 -2.16
H 0.20 0.69 1.36
H 0.23 -2.08 0.58
H -1.24 -0.38 2.19
H -2.07 -1.75 1.58
H -2.77 0.95 0.93
H -3.54 -0.42 0.29
H -2.47 0.49 -1.75
H -0.43 -1.32 -1.93
H -1.74 -2.10 -1.11
H -0.15 1.18 -1.61
H 0.08 2.71 0.01
H -1.31 2.37 0.77

***

A gas-phase ion, C10H19N2 (charge +1) at a distorted geometry, computed with the ωB97M-V functional and the def2-TZVPD basis.

Results
HOMO energy: -13.8 eV
SMILES string: CCCCCCCn1cc[nH+]c1
Net charge: +1
2S+1: 1

Positions of all 31 atoms, in Å:
C -1.67 -1.96 1.81
C -0.61 -1.89 0.72
C 0.83 -1.70 1.26
C 1.72 -1.13 0.12
C 2.16 0.33 0.32
C 1.07 1.29 0.85
C 0.68 2.32 -0.23
N -0.33 1.68 -1.11
C -1.68 1.73 -0.83
C -2.25 1.01 -1.81
N -1.27 0.56 -2.64
C -0.08 0.98 -2.19
H -1.50 -2.80 2.48
H -1.79 -1.01 2.34
H -2.63 -2.14 1.33
H -0.65 -2.78 0.09
H -0.79 -1.05 0.03
H 1.16 -2.69 1.57
H 0.80 -1.03 2.12
H 1.23 -1.32 -0.83
H 2.63 -1.74 0.10
H 2.45 0.70 -0.67
H 3.08 0.38 0.90
H 0.14 0.78 1.12
H 1.48 1.82 1.71
H 0.21 3.19 0.23
H 1.53 2.65 -0.82
H -2.15 2.23 -0.01
H -3.30 0.80 -1.93
H -1.37 -0.02 -3.46
H 0.91 0.80 -2.57

***

A gas-phase ion, C10H19N2O (charge +1) at a distorted geometry, computed with the ωB97M-V functional and the def2-TZVPD basis.

Results
HOMO energy (spin up / spin down): -11.2 / -14.7 eV
Net charge: +1
2S+1: 3

Positions of all 32 atoms, in Å:
C 2.04 0.69 -1.39
C 2.79 0.63 0.77
C -0.09 0.28 -0.14
C -0.75 2.00 1.45
C -1.92 1.72 -0.96
C -0.55 -1.61 1.50
C 1.16 -2.01 -0.23
C -1.25 -1.84 -0.73
C -1.29 1.13 0.29
C -0.13 -1.15 0.14
N 3.05 0.22 -0.52
N 0.70 0.79 -1.09
O 1.75 0.69 1.34
H 2.24 1.41 -2.16
H -0.10 2.77 1.00
H -0.33 1.46 2.18
H -1.43 2.66 1.86
H -1.19 2.54 -1.48
H -2.81 2.13 -0.67
H -2.00 1.01 -1.66
H -0.34 -0.77 2.32
H -0.19 -2.60 1.92
H -1.62 -1.62 1.62
H 1.63 -1.75 -1.11
H 2.03 -1.84 0.42
H 1.08 -3.09 -0.07
H -1.44 -2.93 -0.51
H -1.14 -1.68 -1.73
H -2.10 -1.23 -0.59
H -1.90 0.33 0.64
H 3.95 0.17 -0.97
H 0.14 1.52 -1.45

***

A gas-phase ion, C10H19N2O2 (charge +1) at a distorted geometry, computed with the ωB97M-V functional and the def2-TZVPD basis.

Results
HOMO energy: -13.9 eV
SMILES string: C=C[N+](C=C)(NC=O)[C@H](CC)[C@@H](C)O
Net charge: +1
2S+1: 1

Positions of all 33 atoms, in Å:
C 1.77 -1.96 -1.02
C 0.98 -0.92 -1.20
N 0.85 0.20 -0.29
C 1.95 0.12 0.90
C 3.17 0.54 0.73
N 1.14 1.39 -1.03
C 1.15 2.63 -0.45
O 0.84 2.86 0.68
C -0.52 0.26 0.36
C -0.87 -1.06 1.07
C -1.08 -0.87 2.58
C -1.63 0.77 -0.62
C -2.38 -0.31 -1.41
O -2.61 1.43 0.14
H 1.79 -2.75 -1.75
H 2.40 -2.09 -0.16
H 0.35 -0.81 -2.07
H 1.52 -0.30 1.79
H 3.87 0.49 1.54
H 3.55 0.96 -0.19
H 1.45 1.25 -1.98
H 1.48 3.39 -1.19
H -0.43 1.05 1.12
H -0.11 -1.81 0.89
H -1.80 -1.45 0.66
H -1.84 -0.12 2.76
H -1.41 -1.81 3.02
H -0.16 -0.56 3.08
H -1.17 1.47 -1.32
H -1.76 -1.16 -1.68
H -3.22 -0.65 -0.82
H -2.78 0.13 -2.31
H -2.30 2.28 0.46

***

A molecular structure, C10H19N2P at a distorted geometry, computed with the ωB97M-V functional and the def2-TZVPD basis.

Results
HOMO energy: -7.3 eV
Net charge: 0
2S+1: 1

Positions of all 32 atoms, in Å:
C 0.22 1.68 -0.15
C 0.84 0.79 0.70
C -0.38 1.21 -1.38
C -0.64 1.96 -2.44
C 0.85 -0.67 0.51
C 0.01 3.14 0.39
C 1.39 1.39 1.91
C 1.87 -1.17 -0.51
C -0.70 -3.07 -1.90
C -2.02 -0.95 1.76
N -0.88 -0.05 -1.46
N -0.87 -2.56 -0.62
P -0.87 -0.95 -0.22
H -0.90 1.46 -3.30
H -0.20 2.87 -2.66
H 1.05 -1.11 1.48
H -0.08 3.86 -0.35
H 0.93 3.54 1.01
H -0.86 3.14 1.06
H 2.11 2.29 1.64
H 1.91 0.68 2.58
H 0.49 1.84 2.58
H 2.53 -0.44 -0.79
H 1.31 -1.60 -1.41
H 2.35 -2.08 -0.21
H -0.61 -2.28 -2.77
H 0.40 -3.53 -1.81
H -1.43 -3.80 -2.22
H -2.93 -1.33 1.61
H -1.38 -1.53 2.36
H -2.01 0.06 1.99
H -1.13 -3.14 0.13

***

Values for E_tot, eV, ordered as above
-21269.7127; -12167.9964; -13652.2518; -15693.2418; -17743.7577; -22943.1101
Values for energy relative to the best compared isomer or geometry (same formula, charge and spin), kcal/mol, ordered as above
39.1; 0.0; 15.5; 0.0; 30.9; 67.2